Computed, not measured: a molecular structure, CF4N2O in a non-equilibrium geometry, with ωB97M-V/def2-TZVPD.

Each line ends with the Mulliken charge.
Element x y z (Å)
C -0.262 -0.442 0.576  0.544
N -1.137 0.113 -0.250  0.340
N 1.403 0.599 0.341  0.035
O -0.178 -1.425 1.181  -0.337
F -1.016 1.177 -1.102  -0.126
F -2.432 -0.388 -0.401  -0.169
F 2.336 -0.252 0.717  -0.095
F 1.285 0.617 -1.062  -0.191

Properties
DFT total energy = -621.95662 hartree
energy above the lowest of the compared OMol25 structures with the same formula, charge and spin = 205.6 kcal/mol
LUMO level (spin up / spin down) = -0.46 / -0.46 eV
orbital gap (spin up / spin down) = 0.35832 / 0.35836 Ha



Computed, not measured: a gas-phase ion, C4H11N2O (charge +1) in a non-equilibrium geometry, with ωB97M-V/def2-TZVPD.

Each line ends with the Mulliken charge.
Element x y z (Å)
C 0.345 -0.007 2.815  -0.736
N -0.807 -0.339 1.984  -0.200
C -0.939 -0.264 0.645  0.639
O -1.926 -0.806 0.149  -0.637
C 0.251 -0.114 -0.260  -0.751
N -0.353 -0.030 -1.644  -0.070
C 0.591 0.502 -2.677  -0.901
H 0.572 -0.915 3.385  0.304
H 1.190 0.217 2.182  0.271
H 0.079 0.771 3.540  0.279
H -1.619 -0.671 2.476  0.247
H 1.008 0.642 -0.035  0.377
H 0.900 -0.998 -0.165  0.368
H -1.044 0.716 -1.681  0.374
H -0.801 -0.913 -1.878  0.367
H 0.035 1.081 -3.414  0.362
H 1.291 -0.182 -3.136  0.357
H 1.227 1.311 -2.285  0.349

Properties
DFT total energy = -343.49792 hartree
energy above the lowest of the compared OMol25 structures with the same formula, charge and spin = 41.6 kcal/mol
LUMO level = -3.43 eV
SMILES = CNC(=O)C[NH2+]C
net charge = +1
orbital gap = 0.37548 Ha



Computed, not measured: C4H8O2S in the gas phase in a non-equilibrium geometry, with ωB97M-V/def2-TZVPD.

Each line ends with the Mulliken charge.
Element x y z (Å)
C -1.997 0.688 0.613  -1.024
C -0.756 -0.060 1.191  -0.376
O 0.519 0.025 0.621  -0.334
C 0.739 -0.560 -0.571  0.796
C 2.153 0.344 -1.179  -1.072
O -0.206 -1.044 -1.347  -0.414
S 0.767 -2.364 -0.608  -0.162
H -1.682 1.606 0.349  0.348
H -2.267 0.100 -0.244  0.284
H -2.860 0.814 1.403  0.302
H -0.993 -1.183 1.503  0.303
H -0.534 0.279 2.236  0.332
H 2.490 0.987 -0.446  0.346
H 1.807 0.820 -2.006  0.362
H 2.821 -0.450 -1.515  0.307

Properties
DFT total energy = -705.74921 hartree
energy above the lowest of the compared OMol25 structures with the same formula, charge and spin = 91.9 kcal/mol
LUMO level = 0.00 eV
SMILES = CCO[C@]1(C)OS1
orbital gap = 0.33263 Ha



Computed, not measured: a molecular structure, C14H22AlBCa2ClF14N4O20PS4 in a non-equilibrium geometry, with ωB97M-V/def2-TZVPD.

Each line ends with the Mulliken charge.
Element x y z (Å)
N -3.167 3.303 0.643  -0.666
C -2.463 1.980 0.456  -0.025
C -2.709 1.349 -0.993  -0.756
C -1.731 0.093 -1.249  -0.131
C -0.253 0.660 -1.122  -0.924
N 0.800 -0.174 -1.875  -0.027
C 2.119 0.289 -1.249  -0.121
C 3.380 0.274 -2.268  -0.640
O 4.518 0.767 -1.495  -0.123
C 4.547 2.200 -1.430  -0.347
C 4.183 2.812 0.021  0.606
F 4.288 1.866 1.116  -0.268
F 2.953 3.501 0.051  -0.193
F 5.182 3.849 0.279  -0.293
S 0.665 -1.864 -1.360  0.694
O -0.274 -2.665 -2.214  -0.244
O 0.356 -1.908 0.100  -0.456
F 2.182 -2.594 -1.548  -0.280
H -2.512 4.030 0.320  0.272
H -3.317 3.473 1.655  0.333
H -2.909 1.290 1.254  0.234
H -1.354 2.121 0.704  0.119
H -2.507 2.200 -1.749  0.136
H -3.808 1.048 -1.066  0.350
H -1.978 -0.346 -2.286  0.264
H -1.974 -0.669 -0.422  0.367
H -0.227 1.745 -1.576  0.511
H 0.046 0.785 -0.015  0.157
H 1.936 1.387 -0.944  0.234
H 2.408 -0.327 -0.337  0.410
H 3.661 -0.791 -2.584  0.180
H 3.231 0.871 -3.257  0.228
H 3.885 2.692 -2.216  0.183
H 5.622 2.540 -1.675  0.548
Ca 0.863 1.216 -3.586  1.642
O -1.237 0.216 1.715  -0.482
H -0.730 -0.502 1.321  0.177
F 7.603 1.716 -5.068  -0.326
P 6.585 0.493 -4.824  0.974
F 7.336 0.078 -6.184  -0.291
F 6.812 0.765 -3.247  -0.311
F 7.024 -0.949 -4.255  -0.344
F 5.285 -0.251 -5.431  -0.318
F 5.415 1.615 -4.729  -0.330
Ca 6.547 1.892 1.424  1.421
N -1.260 -3.841 -5.043  0.196
C -0.099 -3.973 -5.757  -0.323
C -0.335 -4.831 -6.802  -0.628
C -1.691 -5.228 -6.721  -0.438
C -2.237 -4.599 -5.627  -0.498
H -1.375 -3.274 -4.219  0.169
H 0.795 -3.446 -5.458  0.385
H 0.388 -5.137 -7.544  0.390
H -2.212 -5.899 -7.387  0.412
H -3.234 -4.628 -5.215  0.386
O -2.256 -3.692 -0.279  -0.403
S -2.360 -5.064 -0.805  0.963
O -3.470 -5.763 -0.144  -0.589
O -1.090 -5.791 -0.539  -0.551
O -2.601 -5.014 -2.256  -0.540
B -6.426 1.332 3.881  0.522
O -5.082 0.830 3.524  -0.366
C -4.204 1.741 3.904  0.844
O -3.009 1.642 3.759  -0.441
C -4.910 2.881 4.524  0.604
O -4.394 3.872 4.969  -0.538
O -6.214 2.649 4.515  -0.385
F -7.054 0.442 4.797  -0.345
F -7.224 1.474 2.707  -0.359
Al -0.123 -7.850 -0.152  0.697
N 1.002 -0.398 4.506  -0.239
S -0.423 -0.436 5.181  1.070
O -1.061 0.832 5.451  -0.439
O -0.685 -1.494 6.126  -0.604
F -1.284 -0.934 3.937  -0.222
S 2.102 0.146 5.489  1.014
O 3.341 0.504 4.820  -0.666
O 2.270 -0.522 6.755  -0.578
F 1.557 1.577 5.917  -0.218
O -1.911 3.384 9.345  -0.580
Cl -2.285 3.965 8.079  1.717
O -3.294 3.136 7.451  -0.439
O -1.128 4.034 7.214  -0.510
O -2.811 5.291 8.288  -0.609

Properties
DFT total energy = -7684.56066 hartree
LUMO level = -6.30 eV
orbital gap = 0.04636 Ha



Computed, not measured: a gas-phase ion, C5H8NO3Si (charge -1) in a non-equilibrium geometry, with ωB97M-V/def2-TZVPD.

Each line ends with the Mulliken charge.
Element x y z (Å)
C -1.082 -0.063 0.709  0.257
C 1.811 0.138 -0.397  0.440
C -0.724 0.995 -0.304  0.149
C 0.387 -0.098 -0.725  0.246
C -1.825 1.454 -1.206  -1.456
N -0.123 -0.946 0.301  -0.103
O 2.257 -0.633 0.508  -0.368
O -1.915 -0.065 1.646  -0.705
O 2.556 0.946 -0.975  -0.716
Si 1.178 -1.629 1.444  0.295
H -0.176 1.882 -0.001  0.399
H 0.238 -0.417 -1.879  0.157
H -1.872 0.875 -2.174  0.296
H -1.908 2.394 -1.643  0.393
H -2.814 1.232 -0.822  0.314
H 1.386 -2.882 0.529  -0.151
H 0.173 -1.490 2.534  -0.188
H 2.453 -1.693 2.455  -0.258

Properties
DFT total energy = -765.34257 hartree
energy above the lowest of the compared OMol25 structures with the same formula, charge and spin = 0.0 kcal/mol
LUMO level = 3.59 eV
net charge = -1
orbital gap = 0.31128 Ha



Computed, not measured: C28H44O3 in the gas phase, with ωB97M-V/def2-TZVPD.

Each line ends with the Mulliken charge.
Element x y z (Å)
C 7.981 3.804 -1.342  -1.297
C 7.750 2.350 -0.948  -0.335
C 6.693 2.218 0.146  -0.614
C 6.466 0.762 0.547  -0.549
C 5.387 0.607 1.622  -0.881
C 3.955 0.790 1.101  -0.969
C 3.215 -0.525 0.850  0.433
C 3.825 -1.367 -0.268  -0.554
C 2.983 -2.612 -0.554  -0.676
C 1.644 -2.228 -1.145  0.606
O 1.492 -1.466 -2.064  -0.621
O 0.650 -2.856 -0.513  -0.440
C -0.684 -2.598 -0.942  -0.518
C -1.532 -3.880 -0.834  -0.817
C -2.917 -3.443 -0.321  -1.408
C -2.876 -1.918 -0.427  -0.584
C -3.885 -1.090 0.359  0.383
C -5.321 -1.494 0.022  -1.106
C -6.332 -0.606 0.761  -1.287
C -6.015 0.809 0.410  0.454
C -6.814 1.567 -0.348  -0.606
C -6.440 2.882 -0.869  0.166
O -7.211 3.584 -1.488  -0.620
C -4.994 3.270 -0.635  -0.539
C -4.510 2.765 0.718  -1.405
C -4.647 1.247 0.842  0.349
C -3.644 0.397 0.023  0.491
C -2.189 0.805 0.280  -1.464
C -1.182 -0.105 -0.430  -0.995
C -1.424 -1.567 -0.064  1.585
C -1.060 -1.823 1.401  -1.804
H 7.060 4.248 -1.715  0.326
H 8.736 3.875 -2.122  0.386
H 8.316 4.384 -0.485  0.320
H 8.689 1.917 -0.596  0.289
H 7.433 1.783 -1.826  0.333
H 5.757 2.655 -0.210  0.301
H 7.009 2.789 1.023  0.285
H 7.406 0.356 0.929  0.386
H 6.193 0.186 -0.338  0.198
H 5.475 -0.380 2.080  0.437
H 5.585 1.341 2.406  0.437
H 3.969 1.366 0.175  0.382
H 3.377 1.362 1.830  0.321
H 3.193 -1.110 1.774  0.287
H 2.181 -0.292 0.582  -0.472
H 4.833 -1.677 0.007  0.406
H 3.879 -0.771 -1.181  0.280
H 3.496 -3.239 -1.288  0.272
H 2.818 -3.196 0.352  0.314
H -0.640 -2.235 -1.976  0.575
H -1.602 -4.374 -1.801  0.355
H -1.043 -4.568 -0.144  0.356
H -3.717 -3.871 -0.922  0.535
H -3.072 -3.751 0.713  0.354
H -3.005 -1.664 -1.487  0.590
H -3.732 -1.245 1.432  0.395
H -5.486 -2.537 0.296  0.464
H -5.483 -1.397 -1.054  0.388
H -7.349 -0.868 0.465  0.504
H -6.231 -0.763 1.837  0.377
H -7.795 1.214 -0.639  0.412
H -4.401 2.828 -1.440  0.293
H -4.899 4.354 -0.709  0.418
H -5.126 3.222 1.498  0.471
H -3.480 3.078 0.893  0.414
H -4.506 0.980 1.896  0.545
H -3.858 0.536 -1.042  0.235
H -2.030 1.822 -0.080  0.538
H -1.997 0.804 1.354  0.279
H -0.169 0.199 -0.162  0.066
H -1.284 0.017 -1.510  0.414
H -1.178 -2.871 1.656  0.486
H -0.018 -1.556 1.563  0.153
H -1.669 -1.231 2.077  0.514

Properties
DFT total energy = -1319.10126 hartree
energy above the lowest of the compared OMol25 structures with the same formula, charge and spin = 2.9 kcal/mol
LUMO level = 0.55 eV
SMILES = CCCCCCCCCC(=O)O[C@H]1CC[C@H]2[C@@H]3CCC4=CC(=O)CC[C@@H]4[C@H]3CC[C@]12C
orbital gap = 0.36136 Ha



Among the records above, which one has the lowest DFT total energy? C14H22AlBCa2ClF14N4O20PS4



The lowest DFT total energy belongs to which entry? C14H22AlBCa2ClF14N4O20PS4



Which formula does entry 2 have? C4H11N2O



Which of these has the highest DFT total energy? C4H11N2O